Entry 1:
Computed, not measured: C17H35O6Ti as an isolated structure at a distorted geometry, with ωB97M-V with the def2-TZVPD basis set.

Geometry as XYZ:
```
59
C17H35O6Ti (ωB97M-V with the def2-TZVPD basis set)
Ti 11.835 15.414 -2.535
C 15.142 10.741 -6.240
C 13.984 11.505 -6.809
O 13.437 12.461 -5.957
H 15.857 11.450 -5.823
H 15.703 10.136 -6.952
H 14.863 10.035 -5.458
H 13.196 10.817 -7.114
H 14.399 11.999 -7.687
C 18.314 16.886 -0.100
C 17.340 16.466 -1.189
O 16.189 16.251 -0.888
C 17.874 16.379 -2.626
H 18.738 17.870 -0.302
H 19.161 16.203 -0.032
H 17.729 16.974 0.815
H 18.510 15.505 -2.762
H 18.442 17.275 -2.877
H 16.900 16.351 -3.115
C 11.973 20.010 -6.780
C 12.448 20.435 -5.418
O 12.899 19.582 -4.671
C 12.384 21.905 -5.008
H 10.893 20.089 -6.900
H 12.241 18.956 -6.711
H 12.517 20.561 -7.548
H 12.661 22.473 -5.897
H 12.908 22.199 -4.098
H 11.368 22.254 -4.823
C 10.592 20.998 1.467
C 9.795 19.762 1.838
O 9.934 18.711 1.197
C 8.840 19.931 3.031
H 10.905 21.469 2.399
H 10.100 21.759 0.862
H 11.478 20.776 0.871
H 8.322 20.881 2.903
H 9.510 19.880 3.890
H 8.146 19.092 2.988
C 5.837 15.251 -5.674
C 6.740 14.440 -4.758
O 7.313 15.038 -3.869
C 6.785 12.972 -4.857
H 4.895 15.330 -5.131
H 5.577 14.710 -6.583
H 6.262 16.251 -5.771
H 5.879 12.538 -4.433
H 7.700 12.638 -4.369
H 6.799 12.755 -5.925
C 7.794 12.137 1.558
C 9.177 11.762 1.864
O 10.011 12.001 1.051
C 9.528 10.937 3.059
H 7.775 13.227 1.529
H 7.113 11.839 2.354
H 7.442 11.621 0.665
H 8.910 10.048 2.936
H 9.379 11.425 4.023
H 10.501 10.450 3.007
```

## Properties
⟨S²⟩ ... 3.907
Electronic energy ... -1969.27842 Eh
Kohn-Sham gap (spin up / spin down) ... 0.1095 / 0.1602 Eh
Spin multiplicity ... 4

Atom charges from the Mulliken analysis, given in e for atoms 1 to 6: Ti 0.872; C -0.942; C -0.271; O -0.809; H 0.255; H 0.320



Entry 2:
Computed, not measured: C17H36AgBr4F2N2O10S2V as an isolated structure at a distorted geometry, with ωB97M-V with the def2-TZVPD basis set.

Geometry as XYZ:
```
75
C17H36AgBr4F2N2O10S2V (ωB97M-V with the def2-TZVPD basis set)
V 2.005 2.375 -1.747
N -0.795 1.218 -5.240
H -0.794 0.231 -5.506
H -0.987 1.808 -6.055
H 0.195 1.461 -4.902
H -1.501 1.385 -4.484
Ag -0.964 2.903 -0.078
N 0.981 1.000 -0.537
S -0.218 -0.033 -0.929
O -1.445 0.328 -0.279
O 0.148 -1.389 -0.999
F -0.367 0.337 -2.444
S 1.500 0.318 0.912
O 2.151 -0.925 0.814
O 0.658 0.542 2.027
F 2.697 1.306 1.172
C 2.260 2.744 -4.372
O 2.856 3.486 -3.423
O 1.899 3.325 -5.430
O 1.693 1.665 -3.831
Br -0.435 -2.417 2.726
C -1.924 -1.144 2.787
C -2.909 -1.630 3.799
Br -4.338 -0.306 3.841
H -2.343 -0.944 1.810
H -1.481 -0.204 3.107
H -2.484 -1.779 4.783
H -3.339 -2.579 3.495
Br -2.244 -6.095 -1.248
C -2.174 -4.179 -0.933
C -3.544 -3.610 -1.218
Br -3.589 -1.686 -0.807
H -1.456 -3.774 -1.644
H -1.752 -3.979 0.048
H -4.350 -4.108 -0.694
H -3.704 -3.664 -2.290
C 1.211 1.792 5.515
C 0.289 0.793 5.226
C -0.819 0.623 6.045
C -1.004 1.482 7.118
C -0.128 2.523 7.377
C 0.958 2.704 6.530
H 2.080 1.905 4.875
H 0.567 0.075 4.463
H -1.437 -0.252 5.902
H -1.881 1.336 7.740
H -0.133 3.075 8.308
H 1.725 3.436 6.761
C 1.578 -4.529 -0.617
C 2.235 -3.699 -1.699
O 3.009 -2.658 -1.165
H 2.240 -4.810 0.205
H 1.222 -5.476 -1.028
H 0.776 -3.952 -0.149
H 1.443 -3.206 -2.285
H 2.728 -4.322 -2.442
H 2.530 -2.239 -0.435
C -4.765 1.964 -3.766
C -3.771 1.767 -2.648
O -2.435 2.170 -3.102
H -4.687 2.989 -4.143
H -5.801 1.843 -3.436
H -4.687 1.307 -4.635
H -3.691 0.714 -2.382
H -4.033 2.376 -1.782
H -2.150 2.978 -2.675
C 5.682 1.962 -0.302
C 5.098 1.861 -1.701
O 3.850 1.116 -1.687
H 4.974 2.255 0.472
H 6.546 2.625 -0.264
H 6.053 0.967 -0.031
H 5.812 1.449 -2.409
H 4.858 2.868 -2.055
H 4.053 0.202 -1.935
```

## Properties
⟨S²⟩ ... 3.771
Net charge ... +1
Electronic energy ... -13914.08289 Eh
Kohn-Sham gap (spin up / spin down) ... 0.1806 / 0.1735 Eh
Spin multiplicity ... 4

Atom charges from the Mulliken analysis, given in e for atoms 1 to 6: V 0.705; N -0.165; H 0.427; H 0.441; H 0.195; H 0.218



Entry 3:
Computed, not measured: C17H36BiGeN4OS as an isolated structure, with ωB97M-V with the def2-TZVPD basis set.

Geometry as XYZ:
```
61
C17H36BiGeN4OS (ωB97M-V with the def2-TZVPD basis set)
Bi -1.215 0.773 1.413
N -0.103 1.040 3.789
C -1.221 1.035 4.753
C -2.306 1.960 4.257
N -2.873 1.520 2.940
C -3.695 2.621 2.357
C -4.244 2.238 1.005
N -3.120 1.972 0.076
H 0.483 1.861 3.927
H 0.490 0.232 3.954
H -1.594 0.014 4.831
H -0.913 1.350 5.751
H -3.120 2.033 4.980
H -1.908 2.966 4.109
H -3.484 0.719 3.107
H -4.501 2.871 3.049
H -3.050 3.499 2.274
H -4.848 1.332 1.077
H -4.894 3.031 0.636
H -3.450 1.352 -0.660
H -2.837 2.830 -0.392
O -1.021 -1.096 2.556
N -1.514 -2.284 2.139
C -1.404 -3.311 3.012
C -1.858 -4.555 2.668
C -2.434 -4.743 1.412
C -2.546 -3.676 0.545
C -2.077 -2.421 0.921
S -2.240 -1.024 -0.104
H -0.936 -3.064 3.953
H -1.761 -5.366 3.375
H -2.797 -5.719 1.118
H -3.000 -3.788 -0.429
C 2.204 1.790 -4.558
C 2.965 2.905 -3.856
C 3.414 2.495 -2.464
C 2.246 2.048 -1.536
Ge 1.633 0.266 -1.934
C 2.539 -1.171 -1.028
C 3.743 -1.754 -1.826
C 3.337 -2.777 -2.878
C 2.314 -2.256 -3.877
H 2.161 1.923 -5.639
H 1.164 1.722 -4.224
H 2.709 0.822 -4.401
H 2.355 3.809 -3.808
H 3.854 3.165 -4.431
H 3.919 3.318 -1.958
H 4.154 1.692 -2.544
H 1.422 2.762 -1.584
H 2.626 2.008 -0.512
H 0.426 0.017 -2.833
H 1.833 -1.967 -0.781
H 2.912 -0.722 -0.104
H 4.404 -2.217 -1.093
H 4.325 -0.948 -2.284
H 2.951 -3.672 -2.384
H 4.240 -3.086 -3.407
H 1.316 -2.164 -3.438
H 2.208 -2.923 -4.731
H 2.620 -1.287 -4.288
```

## Properties
Net charge ... +3
Energy relative to the best compared isomer or geometry (same formula, charge and spin) ... 0.0 kJ/mol
Electronic energy ... -3652.34290 Eh
Kohn-Sham gap ... 0.2834 Eh

Atom charges from the Mulliken analysis, given in e for atoms 1 to 6: Bi 1.525; N -0.620; C -0.609; C -0.551; N -0.500; C -0.530



Please write out number 1 again, unchanged.
Computed, not measured: C17H35O6Ti as an isolated structure at a distorted geometry, with ωB97M-V with the def2-TZVPD basis set.

Geometry as XYZ:
```
59
C17H35O6Ti (ωB97M-V with the def2-TZVPD basis set)
Ti 11.835 15.414 -2.535
C 15.142 10.741 -6.240
C 13.984 11.505 -6.809
O 13.437 12.461 -5.957
H 15.857 11.450 -5.823
H 15.703 10.136 -6.952
H 14.863 10.035 -5.458
H 13.196 10.817 -7.114
H 14.399 11.999 -7.687
C 18.314 16.886 -0.100
C 17.340 16.466 -1.189
O 16.189 16.251 -0.888
C 17.874 16.379 -2.626
H 18.738 17.870 -0.302
H 19.161 16.203 -0.032
H 17.729 16.974 0.815
H 18.510 15.505 -2.762
H 18.442 17.275 -2.877
H 16.900 16.351 -3.115
C 11.973 20.010 -6.780
C 12.448 20.435 -5.418
O 12.899 19.582 -4.671
C 12.384 21.905 -5.008
H 10.893 20.089 -6.900
H 12.241 18.956 -6.711
H 12.517 20.561 -7.548
H 12.661 22.473 -5.897
H 12.908 22.199 -4.098
H 11.368 22.254 -4.823
C 10.592 20.998 1.467
C 9.795 19.762 1.838
O 9.934 18.711 1.197
C 8.840 19.931 3.031
H 10.905 21.469 2.399
H 10.100 21.759 0.862
H 11.478 20.776 0.871
H 8.322 20.881 2.903
H 9.510 19.880 3.890
H 8.146 19.092 2.988
C 5.837 15.251 -5.674
C 6.740 14.440 -4.758
O 7.313 15.038 -3.869
C 6.785 12.972 -4.857
H 4.895 15.330 -5.131
H 5.577 14.710 -6.583
H 6.262 16.251 -5.771
H 5.879 12.538 -4.433
H 7.700 12.638 -4.369
H 6.799 12.755 -5.925
C 7.794 12.137 1.558
C 9.177 11.762 1.864
O 10.011 12.001 1.051
C 9.528 10.937 3.059
H 7.775 13.227 1.529
H 7.113 11.839 2.354
H 7.442 11.621 0.665
H 8.910 10.048 2.936
H 9.379 11.425 4.023
H 10.501 10.450 3.007
```

## Properties
⟨S²⟩ ... 3.907
Electronic energy ... -1969.27842 Eh
Kohn-Sham gap (spin up / spin down) ... 0.1095 / 0.1602 Eh
Spin multiplicity ... 4

Atom charges from the Mulliken analysis, given in e for atoms 1 to 6: Ti 0.872; C -0.942; C -0.271; O -0.809; H 0.255; H 0.320



> Look up the electronic energy of the second one.

-13914.08289 Eh



> The highest electronic energy belongs to which entry?

C17H35O6Ti



> Number 1 is which compound?

C17H35O6Ti